Record 1
C25H26FN3PdSi as an isolated structure in a non-equilibrium geometry. Source: the Open Molecules 2025 dataset; level of theory: ωB97M-V/def2-TZVPD.

The calculation puts the energy relative to the best compared isomer or geometry (same formula, charge and spin) at 0.0 kJ/mol. As for the spin multiplicity: 5. The max |F| is 0.0304 hartree/bohr. As for the total charge: +2. As for the frontier orbital gap (spin up / spin down): 7.794 / 5.626 eV. The expectation value of S² is 6.066.

Last column: Mulliken charge in e.
Positions of all 57 atoms, in Å:
Pd 0.19378 0.07300 -0.54806  0.009
C -0.31723 1.61996 3.83528  -1.061
Si -0.49626 0.04599 2.80912  0.136
C -0.33292 -1.65009 3.67896  -1.236
C -2.21851 0.18325 2.07080  -1.044
N 0.79607 0.11427 1.48090  0.009
C 2.09263 0.09826 1.77651  0.700
C 2.61658 -0.03426 3.10494  -0.187
C 3.97622 -0.04885 3.37126  -1.008
C 4.91026 0.07092 2.31801  -0.464
C 4.43856 0.14377 1.00567  -0.768
C 3.08848 0.19558 0.78711  0.703
F 2.71264 0.28640 -0.51967  -0.038
H -1.09541 1.64786 4.58825  0.405
H -0.37090 2.49965 3.18391  0.297
H 0.64590 1.68476 4.34681  0.379
H -1.27043 -1.93242 4.17451  0.440
H 0.41126 -1.67483 4.46439  0.386
H -0.06760 -2.42532 2.99355  0.417
H -2.93769 0.20177 2.92173  0.436
H -2.61142 -0.59240 1.40137  0.315
H -2.36721 1.12687 1.56754  0.252
H 1.92964 -0.12808 3.92734  0.278
H 4.30919 -0.17044 4.41146  0.420
H 5.95787 0.10112 2.52227  0.452
H 5.12853 0.25701 0.15737  0.445
C 1.31539 0.40944 -4.78012  -0.935
C 0.51569 -0.55142 -5.37264  -0.380
C -0.32977 -1.34314 -4.60221  -0.856
C -0.34557 -1.16270 -3.22536  0.535
N 0.37269 -0.17732 -2.66972  0.249
C 1.18639 0.60975 -3.41512  -0.217
C -0.98658 -2.10434 -2.26420  0.891
C -1.46261 -3.35376 -2.64334  -1.059
C -1.91093 -4.20717 -1.66065  -0.400
C -1.84424 -3.81343 -0.32772  -1.238
C -1.36028 -2.56677 -0.00814  -0.351
N -0.95089 -1.72192 -0.97199  0.539
H 2.03794 0.98575 -5.35263  0.425
H 0.52624 -0.73104 -6.43554  0.456
H -0.95627 -2.06694 -5.11134  0.400
H 1.73174 1.36088 -2.88193  0.499
H -1.46503 -3.65844 -3.67948  0.360
H -2.31323 -5.15865 -1.96705  0.472
H -2.16871 -4.50491 0.44126  0.464
H -1.25235 -2.24712 1.00938  0.552
C -2.35298 4.12730 -0.89133  -0.461
C -3.03353 2.94375 -1.17532  -0.537
C -2.35390 1.75251 -1.19582  -0.061
C -0.99638 1.71741 -0.82730  0.399
C -0.29377 2.89544 -0.57141  -0.115
C -0.95829 4.07949 -0.62086  -0.566
H -2.88556 5.07833 -0.85415  0.444
H -4.09146 2.94854 -1.42487  0.456
H -2.85001 0.85887 -1.52181  0.447
H 0.77027 2.91275 -0.33522  0.437
H -0.41607 4.99509 -0.49466  0.480

Record 2
A single C25H26N2O2S molecule. Source: the Open Molecules 2025 dataset; level of theory: ωB97M-V/def2-TZVPD.

The calculation puts the energy relative to the best compared isomer or geometry (same formula, charge and spin) at 34.7 kJ/mol. As for the SMILES: COc1ccccc1N1CCN(C(=O)c2ccc(CSc3ccccc3)cc2)CC1. The max |F| is 0.0105 hartree/bohr. As for the frontier orbital gap: 8.139 eV.

Last column: Mulliken charge in e.
Positions of all 56 atoms, in Å:
C 4.55776 0.02269 1.90103  -1.091
O 3.83591 0.45570 0.77360  -0.334
C 2.69429 1.19126 0.96188  1.371
C 2.39673 1.79296 2.17679  -0.515
C 1.26869 2.57904 2.34444  -0.910
C 0.43524 2.80058 1.26773  -0.724
C 0.71450 2.20136 0.05456  -0.493
C 1.80639 1.34859 -0.12740  0.175
N 1.94998 0.74417 -1.37740  0.034
C 3.12893 0.01925 -1.78915  -0.951
C 3.08984 -1.45784 -1.31618  -0.924
N 1.72050 -1.79461 -0.98441  0.082
C 1.38910 -1.96668 0.32268  0.474
O 2.22139 -2.16281 1.18883  -0.666
C -0.06998 -1.90374 0.64829  0.182
C -0.98266 -2.85189 0.20420  -0.458
C -2.32217 -2.72721 0.52469  -0.677
C -2.76762 -1.66593 1.30325  0.087
C -4.22515 -1.50185 1.59303  -0.793
S -4.79172 0.23169 1.36677  -0.146
C -3.91088 0.73534 -0.08599  0.148
C -3.67930 -0.12460 -1.14993  -0.342
C -2.97571 0.32620 -2.25173  -0.332
C -2.52427 1.63422 -2.31023  -0.440
C -2.77900 2.49730 -1.25666  -0.496
C -3.46348 2.04946 -0.14321  -0.595
C -1.84157 -0.75031 1.78787  -0.242
C -0.50459 -0.86717 1.46592  -0.525
C 0.80478 -1.34632 -2.00504  -0.763
C 0.76748 0.20433 -2.01732  -0.165
H 5.01876 0.85851 2.43778  0.373
H 5.34372 -0.62318 1.51089  0.291
H 3.92135 -0.55591 2.57599  0.412
H 3.05077 1.64134 3.02013  0.374
H 1.06200 3.02024 3.30733  0.382
H -0.43247 3.43554 1.36184  0.410
H 0.06227 2.40283 -0.78071  0.653
H 3.14789 0.05598 -2.88506  0.445
H 4.01780 0.51815 -1.41345  0.427
H 3.68471 -1.59908 -0.41493  0.435
H 3.45290 -2.12896 -2.10146  0.397
H -0.64614 -3.68764 -0.39296  0.521
H -3.02851 -3.46228 0.16408  0.395
H -4.83779 -2.15739 0.97289  0.387
H -4.44792 -1.70440 2.64239  0.440
H -4.04767 -1.13802 -1.12669  0.473
H -2.78875 -0.34806 -3.07497  0.430
H -1.98116 1.98088 -3.17685  0.390
H -2.43661 3.52071 -1.29841  0.398
H -3.65935 2.70972 0.68766  0.436
H -2.17408 0.06909 2.40773  0.477
H 0.20784 -0.14647 1.83672  0.500
H -0.19472 -1.74099 -1.83051  0.348
H 1.17132 -1.73517 -2.96040  0.262
H 0.71461 0.56591 -3.05204  0.376
H -0.12419 0.53547 -1.48786  -0.403